C36H34AlN6O8 | ωB97M-V/def2-TZVPD

## Properties
Charge: +3
LUMO level, eV: -10.94
HOMO-LUMO gap, eV: 5.2
ΔE to the lowest compared entry with this formula, charge and spin, kJ/mol: 9.1
E_tot, eV: -69776.2998
Spin multiplicity: 1

Last column: Mulliken charge in e.
CARTESIAN COORDINATES (ANGSTROEM)
Al 0.33391 0.51166 0.44947  -0.867
C -1.97606 2.26529 3.83998  -0.520
O -0.54034 2.29751 4.08474  -0.446
C 0.04364 1.76654 3.04907  0.073
N -0.70674 1.33995 2.08648  0.965
C -2.08646 1.73177 2.38674  -0.020
C -2.56062 2.72535 1.35211  0.262
C -3.55589 3.63124 1.56156  -0.818
C -3.94128 4.51301 0.53566  -0.661
C -3.37129 4.47176 -0.75167  -0.911
C -2.40676 3.55836 -1.01926  -0.986
C -1.94174 2.62253 0.01078  1.709
C 1.49996 1.72288 2.85554  0.202
C 2.50567 2.05535 3.74727  -0.750
C 3.82211 1.97381 3.29616  -0.790
C 4.08929 1.58315 1.98714  -0.590
C 3.01113 1.27613 1.17054  -0.176
N 1.76287 1.34192 1.60792  0.563
C 3.03380 0.81437 -0.22945  0.779
N 1.91116 0.53420 -0.80596  0.925
C 2.22571 0.06219 -2.18099  0.271
C 3.78198 0.11871 -2.19678  -0.525
O 4.13888 0.64514 -0.88501  -0.454
C 1.65153 0.83601 -3.35813  -0.018
C 0.80090 1.92261 -3.24874  0.432
C 0.39663 2.62514 -4.37564  -1.037
C 0.82705 2.23251 -5.63331  -0.604
C 1.65696 1.13009 -5.75523  -0.807
C 2.06852 0.43845 -4.62846  -0.665
H -2.43273 1.60859 4.57573  0.364
H -2.34637 3.27832 3.97509  0.410
H -2.73284 0.85033 2.30141  0.527
H -4.06774 3.68515 2.51431  0.628
H -4.71372 5.24427 0.74845  0.480
H -3.71053 5.16028 -1.51396  0.534
H -1.96756 3.46840 -2.00640  0.671
H -2.15715 1.59035 -0.33730  -0.450
H 2.27148 2.36496 4.75723  0.673
H 4.63993 2.21198 3.96348  0.554
H 5.10018 1.51161 1.60803  0.689
H 1.88593 -0.97319 -2.25646  0.275
H 4.26179 -0.85082 -2.30372  0.316
H 4.17155 0.79922 -2.94926  0.454
H 0.46302 2.22967 -2.27604  0.382
H -0.23617 3.50056 -4.29315  0.427
H 0.51762 2.78843 -6.50766  0.430
H 1.99752 0.81280 -6.73183  0.442
H 2.72082 -0.42142 -4.73795  0.464
O -2.60624 -0.45143 0.52860  -0.668
C -1.95385 -0.69976 -0.47636  1.163
O -0.83751 -0.01257 -0.72335  -0.629
C -2.33594 -1.71668 -1.48106  -0.243
C -1.45313 -2.07708 -2.49973  -0.317
C -1.82995 -3.01226 -3.44417  -0.618
C -3.09816 -3.56244 -3.36030  -0.170
C -3.99276 -3.21836 -2.36282  -0.692
C -3.60221 -2.29384 -1.40998  -0.745
N -3.50956 -4.55803 -4.38624  1.002
O -2.64853 -4.92797 -5.15643  -0.573
O -4.66627 -4.91239 -4.36589  -0.564
H -0.47731 -1.61680 -2.54919  0.594
H -1.16876 -3.31501 -4.24258  0.551
H -4.97422 -3.66961 -2.34324  0.538
H -4.27218 -2.00917 -0.61020  0.533
O 0.64258 -1.06614 1.23645  0.280
C 0.38583 -2.25851 1.56807  -0.255
C 1.00819 -3.41368 0.87012  -0.464
C 1.97900 -4.02023 1.94266  -0.825
C 2.48916 -3.03524 3.03029  -0.031
C 1.57002 -2.80679 4.25233  -0.906
C 0.31351 -1.97026 3.94635  0.040
N -0.24758 -2.52553 2.70215  0.066
H 1.54375 -3.07628 -0.01431  0.124
H 0.27095 -4.15604 0.56034  0.466
H 2.84003 -4.42180 1.41092  0.467
H 1.49729 -4.86690 2.43386  0.344
H 2.74663 -2.07144 2.57257  -0.196
H 3.41983 -3.44879 3.41725  0.500
H 2.13968 -2.31543 5.04350  0.424
H 1.26201 -3.77718 4.64985  0.303
H 0.56737 -0.92431 3.77988  -0.302
H -0.42014 -2.03484 4.74635  0.474
H -0.48444 -3.50407 2.81583  0.468
O 0.14714 3.57752 0.34655  -0.523
N -0.38380 2.56220 0.08935  0.582